## a
ORCA calculation (the ωB97M-V functional and the def2-TZVPD basis) on a 2-piece molecular cluster, C2H3NO2 overall.

Each line ends with the Löwdin charge.
Atoms and positions in Å:
C -0.17 -0.93 -1.11  0.073
C -0.11 0.30 1.34  -0.213
N 0.11 1.34 -1.67  0.212
O 0.27 1.44 1.19  -0.019
O 0.11 0.19 -1.46  -0.247
H 0.38 -1.75 -1.19  0.023
H -1.19 -0.07 1.52  0.107
H 0.61 -0.52 1.37  0.064

Properties
LUMO level (spin up / spin down): -0.462 / -0.573 eV
highest occupied orbital energy (spin up / spin down): -9.2 / -9.3 eV
gap between HOMO and LUMO (spin up / spin down): 8.767 / 8.730 eV

---

## b
ORCA calculation (the ωB97M-V functional and the def2-TZVPD basis) on a single C2H3NO2 molecule.

Each line ends with the Löwdin charge.
Atoms and positions in Å:
C 0.52 -0.41 0.73  -0.498
C -0.60 -0.18 -0.21  -0.279
N -0.14 0.70 0.94  0.182
O 1.41 -1.14 1.04  0.104
O -0.28 0.27 -1.43  0.032
H -1.64 -0.71 -0.24  0.179
H 0.30 1.67 1.00  0.176
H 0.44 -0.21 -1.83  0.104

Properties
LUMO level: 0.769 eV
highest occupied orbital energy: -9.6 eV
SMILES: O=C1N[C@H]1O
gap between HOMO and LUMO: 10.380 eV

---

Q: Which of them is the least stable? A: a.